# 1
A 5-piece molecular cluster, C4H15NO7 overall, computed with ωB97M-V/def2-TZVPD.

Summary:
E_HOMO in eV: -1.97
HOMO-LUMO gap in eV: 8.300
Energy relative to the best compared isomer or geometry (same formula, charge and spin) in eV: 0.000
E_LUMO in Ha: 0.2326
Charge: -2

Structure (XYZ):
```
27
Properties=species:S:1:pos:R:3:forces:R:3:nbo_charge:R:1
O -1.013694 2.465366 1.042579 -0.82 1.02 -0.10 -0.801
C -0.370012 1.432892 0.813199 -0.89 -0.95 -0.81 0.779
O 0.702739 1.111588 1.342869 1.52 -0.30 0.65 -0.797
C -0.962825 0.441679 -0.230831 -0.91 0.96 -0.47 -0.173
C -0.454357 0.815209 -1.646469 0.06 -0.96 0.22 -0.421
C 1.037095 0.452691 -1.809864 -0.42 -0.58 -1.03 -0.068
O 1.187564 -0.792488 -2.438574 -0.12 -1.12 0.69 -0.849
N -2.457263 0.547453 -0.229598 0.43 -0.89 -0.23 -0.866
H -0.650165 -0.584704 -0.010027 -0.23 0.22 -0.01 0.220
H -0.622225 1.861272 -1.856490 -0.19 0.57 0.16 0.180
H -1.063846 0.231699 -2.382111 0.62 0.37 0.49 0.207
H 1.548452 1.164320 -2.469843 -0.02 0.39 0.24 0.125
H 1.523897 0.422243 -0.843027 0.18 0.39 0.39 0.175
H -2.702673 1.486024 0.052326 0.18 0.16 0.24 0.368
H -2.825188 -0.096452 0.465429 0.05 0.18 -0.01 0.347
H 1.234174 2.580591 2.287646 -0.55 1.17 0.33 0.497
H 0.111600 3.480611 2.121292 -2.71 -0.08 -1.44 0.483
O 0.919575 3.500345 2.561115 3.46 -0.73 1.43 -1.037
H -0.339010 -2.632748 1.601924 -0.75 -0.61 0.30 0.486
H -0.376043 -3.127390 0.285347 -0.26 -0.61 -0.73 0.498
O -0.888273 -3.298687 1.107241 0.42 0.74 0.68 -1.055
H 1.000164 -0.575430 1.501239 0.01 0.33 -0.25 0.501
H 1.060332 -1.932688 0.638953 0.37 0.52 0.14 0.497
O 1.141112 -1.534779 1.554182 0.22 -0.77 0.37 -1.069
H 0.984648 -1.596048 -1.675465 0.22 0.75 -1.10 0.498
H 1.488400 -3.192204 -0.965050 2.32 -1.90 -0.45 0.436
O 0.785822 -2.630365 -0.817992 -2.19 1.74 0.30 -1.161
```
Forces are in eV/Å.

# 2
A 2-piece molecular cluster, C9H14 overall, computed with ωB97M-V/def2-TZVPD.

Summary:
E_HOMO in eV: -9.04
HOMO-LUMO gap in eV: 10.059
Energy relative to the best compared isomer or geometry (same formula, charge and spin) in eV: 0.501
SMILES: Cc1ccccc1.CC
E_LUMO in Ha: 0.0374
Charge: 0

Structure (XYZ):
```
23
Properties=species:S:1:pos:R:3:forces:R:3:nbo_charge:R:1
C -1.663724 1.002072 -2.558392 0.53 0.46 0.30 -0.631
C -1.388058 0.289072 -1.263427 -0.45 -0.46 0.07 0.001
C -1.921990 0.715295 -0.064563 -0.29 0.11 0.28 -0.219
C -1.820529 -0.066883 1.085423 -0.65 0.03 -0.02 -0.205
C -1.203320 -1.299874 1.038688 0.17 0.00 -0.13 -0.225
C -0.570723 -1.694328 -0.143135 -0.16 -0.15 0.81 -0.204
C -0.661003 -0.912390 -1.263092 0.29 0.91 -0.84 -0.226
H -1.975007 2.031305 -2.390964 0.19 0.15 0.12 0.215
H -2.472059 0.573842 -3.142877 0.05 -0.47 -0.03 0.223
H -0.735876 0.999944 -3.130085 -0.18 0.11 -0.37 0.215
H -2.484507 1.645254 0.001200 0.12 -0.10 -0.15 0.208
H -2.366042 0.278377 1.958935 0.32 -0.13 0.12 0.212
H -1.160351 -1.965571 1.893672 -0.05 0.20 0.05 0.214
H 0.001429 -2.605635 -0.087759 0.12 -0.18 -0.42 0.215
H -0.104360 -1.095791 -2.181483 -0.18 -0.56 0.17 0.208
C 2.942032 0.890388 0.986881 -0.61 -0.11 0.79 -0.612
C 2.164922 -0.332869 1.548428 0.19 -0.03 -0.42 -0.622
H 2.794851 1.020449 -0.080243 0.07 0.07 -0.07 0.207
H 2.687635 1.816337 1.507441 -0.20 0.00 -0.21 0.205
H 3.991464 0.729744 1.217228 0.19 0.09 -0.37 0.200
H 1.429520 -0.174165 2.334098 0.30 0.56 0.29 0.208
H 2.957457 -0.971888 1.917718 -0.34 -0.65 0.27 0.200
H 1.558240 -0.872686 0.816308 0.56 0.14 -0.22 0.213
```
Forces are in eV/Å.

# 3
One molecule with the formula C5H7F2NO2, computed with ωB97M-V/def2-TZVPD.

Summary:
Spin multiplicity: 3
E_HOMO (spin up / spin down) in eV: -5.16 / -9.78
HOMO-LUMO gap (spin up / spin down) in eV: 5.800 / 6.818
Energy relative to the best compared isomer or geometry (same formula, charge and spin) in eV: 1.856
<S²>: 2.01
E_LUMO (spin up / spin down) in Ha: 0.0235 / -0.1087
Charge: 0

Structure (XYZ):
```
17
Properties=species:S:1:pos:R:3:forces:R:3:mulliken_spin:R:1
C -1.985903 0.022501 1.231968 6.33 -3.17 -1.49 0.648
C 0.422979 1.151508 -0.323025 1.18 0.62 -2.21 -0.014
C 1.349422 -0.718076 -0.303309 -1.21 -2.50 -0.47 0.040
C 1.307965 0.354907 -1.307565 -0.99 1.26 -1.65 0.005
C -1.063620 -0.681348 0.192967 -2.86 1.25 -1.10 0.107
N 0.185302 -0.032982 0.408044 0.82 -3.23 0.22 0.028
O -3.125475 0.414046 1.041237 -5.86 1.74 -0.98 0.958
O -1.392805 0.213371 2.393249 2.03 -0.44 3.39 0.147
F 0.665770 0.043035 -2.486050 -0.24 -0.28 0.46 -0.002
F 2.461780 0.899931 -1.714770 0.75 0.25 0.23 0.000
H 1.146397 1.674328 0.245368 0.19 1.73 0.50 -0.002
H -0.393687 1.672118 -0.808477 -0.20 0.32 0.51 0.012
H 1.211314 -1.801664 -0.678486 0.00 1.72 0.68 -0.001
H 2.263608 -0.633877 0.215035 0.95 -0.07 1.04 -0.001
H -1.622246 -0.520488 -0.796540 1.15 -0.10 0.81 0.015
H -0.919100 -1.758111 0.263735 -0.09 -0.40 0.54 0.062
H -0.511701 -0.299198 2.426618 -1.95 1.29 -0.47 -0.003
```
Forces are in eV/Å.

# 4
A 3-piece molecular cluster, C5H11NO overall, computed with ωB97M-V/def2-TZVPD.

Summary:
E_HOMO in eV: -7.99
HOMO-LUMO gap in eV: 3.656
Energy relative to the best compared isomer or geometry (same formula, charge and spin) in eV: 10.104
E_LUMO in Ha: -0.1592
Charge: 0

Structure (XYZ):
```
18
Properties=species:S:1:pos:R:3:forces:R:3:nbo_charge:R:1
C -3.306273 -1.426143 -0.586543 -0.47 -0.26 -0.83 -0.424
C -2.286759 -0.894968 -1.247952 0.04 0.33 0.79 -0.396
N 2.081081 -1.505513 1.480711 -0.50 0.29 -0.56 -0.227
C 1.531138 -0.288842 1.249597 -0.54 -0.51 1.00 -0.343
C 2.067105 1.843944 0.049217 0.59 -1.35 -0.32 -0.371
C 2.538460 0.686381 0.429414 0.71 0.62 -0.67 -0.136
H -3.774641 -2.340576 -0.940219 -0.06 -0.01 -0.02 0.177
H -3.853033 -0.921238 0.192960 0.35 0.07 0.53 0.186
H -1.947294 -1.349782 -2.173114 0.27 -0.07 0.15 0.180
H 1.754658 -2.150010 0.745881 0.20 0.03 0.05 0.332
H 1.485584 0.270678 2.192198 0.15 0.00 0.00 0.251
H 0.570529 -0.260685 0.704732 0.12 0.18 -0.44 0.286
H 2.754818 2.530556 -0.435124 -0.40 0.15 0.00 0.239
H 0.989964 1.888242 0.023921 -1.09 1.04 -0.06 0.278
H 3.527443 0.307546 0.236449 0.09 -0.15 0.53 0.229
H -1.770196 0.025467 -0.839753 -0.39 -0.57 -0.81 0.268
H -1.464273 2.158839 -0.399510 0.09 -0.04 -0.01 0.432
O -0.898311 1.426104 -0.682865 0.86 0.27 0.67 -0.960
```
Forces are in eV/Å.